Record 1
This record from the Open Molecules 2025 dataset describes a cluster of 5 separate species, C35H76N2O3 in total. The level of theory is ωB97M-V/def2-TZVPD.

```
116
Properties=species:S:1:pos:R:3:mulliken_charge:R:1
C -1.58 -5.51 0.78 -0.99
C -1.39 -3.91 0.62 0.64
C -0.37 -3.46 -0.54 -0.97
C -0.71 -2.00 -1.18 -0.46
C -0.87 -0.84 -0.07 0.25
C -1.85 0.37 -0.48 -0.10
C -3.36 -0.11 -0.85 -0.38
O -4.13 -0.47 0.34 -0.14
C -5.54 -0.40 0.12 0.30
O -6.14 0.60 -0.42 -0.58
N -6.45 -1.52 0.56 0.25
C -5.85 -2.86 0.27 0.29
C -6.22 -3.24 -1.25 -1.11
N -6.76 -1.36 1.93 -0.54
C -7.91 -0.68 1.93 0.69
O -8.86 0.13 1.84 -0.47
H -1.26 -6.10 -0.15 0.35
H -2.70 -5.69 1.01 0.23
H -1.00 -5.83 1.71 0.25
H -0.94 -3.54 1.63 0.25
H -2.40 -3.37 0.49 -0.54
H -0.47 -4.23 -1.41 0.35
H 0.75 -3.48 -0.23 0.26
H 0.21 -1.72 -1.84 0.29
H -1.61 -2.14 -1.87 0.26
H 0.19 -0.36 0.06 -0.39
H -1.17 -1.21 0.98 0.30
H -1.97 1.03 0.48 0.21
H -1.41 1.08 -1.28 -0.12
H -3.40 -1.01 -1.56 0.13
H -3.82 0.78 -1.44 0.35
H -6.42 -3.62 0.95 0.16
H -4.73 -2.94 0.53 -0.11
H -6.07 -4.36 -1.41 0.36
H -5.54 -2.58 -1.92 0.24
H -7.31 -2.96 -1.52 0.28
C -4.72 -2.65 4.26 -0.87
C -4.27 -4.10 4.28 0.11
C -5.43 -5.10 4.26 -0.45
C -6.37 -5.03 5.47 -0.77
C -5.69 -5.23 6.83 -0.41
C -5.06 -6.61 6.98 -1.19
H -5.31 -2.40 5.15 0.33
H -3.85 -1.98 4.25 0.39
H -5.32 -2.44 3.38 0.09
H -3.63 -4.28 5.15 0.32
H -3.64 -4.28 3.40 -0.14
H -5.02 -6.11 4.17 0.39
H -6.02 -4.93 3.35 0.08
H -7.15 -5.79 5.34 0.41
H -6.89 -4.06 5.48 0.29
H -6.45 -5.11 7.61 0.38
H -4.94 -4.46 7.00 0.24
H -5.80 -7.40 6.85 0.29
H -4.62 -6.71 7.98 0.38
H -4.26 -6.77 6.25 0.28
C 4.90 2.66 2.56 -1.00
C 3.62 1.84 2.44 -0.67
C 3.11 1.74 1.00 0.05
C 2.72 3.07 0.35 0.49
C 1.65 3.87 1.09 -0.79
C 0.31 3.14 1.19 -0.82
H 4.75 3.69 2.25 0.23
H 5.23 2.67 3.60 0.42
H 5.70 2.22 1.96 0.16
H 2.85 2.26 3.09 0.25
H 3.81 0.83 2.81 0.40
H 2.25 1.06 0.98 -0.31
H 3.88 1.27 0.38 0.42
H 2.36 2.87 -0.67 -0.04
H 3.61 3.70 0.24 -0.14
H 1.49 4.82 0.57 0.42
H 1.99 4.13 2.10 0.28
H -0.08 2.91 0.19 0.00
H -0.42 3.77 1.70 0.45
H 0.40 2.21 1.75 0.24
C 6.95 4.96 0.13 -1.18
C 7.14 3.73 -0.75 -0.19
C 8.29 2.83 -0.29 -0.57
C 9.68 3.48 -0.33 -0.85
C 10.11 4.02 -1.69 -0.37
C 10.23 2.94 -2.75 -1.19
H 7.83 5.60 0.12 0.42
H 6.10 5.55 -0.22 0.36
H 6.75 4.66 1.17 0.18
H 7.28 4.04 -1.79 0.35
H 6.21 3.14 -0.74 0.14
H 8.29 1.93 -0.91 0.37
H 8.09 2.49 0.73 0.26
H 10.41 2.74 0.01 0.40
H 9.71 4.29 0.40 0.31
H 11.09 4.50 -1.58 0.38
H 9.42 4.80 -2.03 0.23
H 10.95 2.17 -2.45 0.29
H 10.57 3.37 -3.70 0.38
H 9.27 2.45 -2.94 0.29
C -1.94 1.89 -7.44 -1.18
C -1.01 2.97 -6.90 -0.37
C 0.41 2.47 -6.65 -0.78
C 0.54 1.36 -5.60 -0.86
C 0.00 1.71 -4.22 0.14
C 0.73 2.87 -3.56 -0.98
H -2.06 1.06 -6.74 0.27
H -2.93 2.31 -7.63 0.37
H -1.56 1.49 -8.39 0.30
H -1.43 3.39 -5.99 0.25
H -0.97 3.79 -7.63 0.37
H 1.04 3.32 -6.37 0.30
H 0.83 2.09 -7.60 0.41
H 1.60 1.09 -5.51 0.38
H 0.04 0.46 -5.96 0.32
H 0.09 0.83 -3.57 0.01
H -1.08 1.93 -4.27 0.29
H 1.79 2.65 -3.45 0.28
H 0.32 3.06 -2.56 0.15
H 0.62 3.79 -4.14 0.31
```

Results
- Highest occupied orbital energy: -9.56 eV
- HOMO-LUMO gap: 0.3573 Ha
- LUMO energy: 0.2 eV

Record 2
This record from the Open Molecules 2025 dataset describes a cluster of 3 separate species, C35H78BrN2O11P2 in total. The level of theory is ωB97M-V/def2-TZVPD.

```
129
Properties=species:S:1:pos:R:3:mulliken_charge:R:1
C -2.80 -5.77 -3.06 -0.94
C -2.83 -4.75 -4.29 -0.48
C -1.76 -3.59 -4.12 -0.37
C -2.31 -2.21 -4.70 -0.69
C -2.07 -1.10 -3.63 -1.70
C -3.00 0.20 -3.78 1.72
C -3.48 0.27 -5.27 -1.24
O -4.09 1.53 -5.58 -0.40
C -3.25 2.32 -6.44 -0.19
C -3.62 3.85 -6.38 -1.10
O -2.14 1.28 -3.41 -0.31
C -2.80 2.46 -2.97 0.54
P -1.36 3.58 -2.37 0.24
N -0.40 2.82 -1.36 -0.63
C -3.95 2.27 -1.91 0.10
C -3.95 3.24 -0.68 -1.83
C -3.08 2.75 0.55 -0.35
C -2.59 3.98 1.40 -1.23
C -1.18 3.78 2.07 -0.37
C -0.38 5.14 1.97 -1.03
C 1.15 4.93 1.70 -0.75
C 1.85 4.65 3.07 -0.36
C 3.25 3.92 2.88 -0.28
C 4.29 4.92 2.26 -0.78
C 5.73 4.31 2.43 -0.61
O 5.64 2.89 2.26 -0.28
C 6.75 2.26 2.91 -0.75
N -4.02 0.81 -1.55 -0.10
Br -5.47 0.44 -0.36 0.17
C -4.29 0.05 -2.85 -1.07
P -4.82 -1.75 -2.61 0.59
O -4.02 -2.42 -1.28 -0.45
O -6.51 -1.92 -2.53 -0.56
H -2.09 -5.41 -2.28 0.18
H -2.55 -6.79 -3.41 0.27
H -3.81 -5.81 -2.57 0.27
H -3.87 -4.35 -4.32 0.29
H -2.68 -5.31 -5.24 0.46
H -0.78 -3.87 -4.55 0.46
H -1.62 -3.50 -3.01 -0.03
H -3.39 -2.42 -4.91 0.43
H -1.83 -2.02 -5.69 0.47
H -2.07 -1.48 -2.58 0.20
H -1.03 -0.72 -3.80 0.55
H -2.61 0.16 -5.96 0.59
H -4.26 -0.51 -5.48 0.25
H -3.39 2.01 -7.50 0.43
H -2.17 2.24 -6.18 0.25
H -3.24 4.31 -5.44 0.26
H -3.05 4.33 -7.21 0.40
H -4.69 4.03 -6.58 0.28
H -3.25 3.05 -3.82 -0.48
H -1.86 4.81 -1.85 0.14
H -0.63 3.89 -3.55 0.17
H -0.71 1.87 -1.15 0.27
H -4.92 2.47 -2.44 0.32
H -5.01 3.26 -0.31 0.60
H -3.75 4.30 -0.96 0.62
H -2.27 2.03 0.29 0.35
H -3.78 2.18 1.22 0.38
H -3.33 4.12 2.23 0.41
H -2.67 4.89 0.77 0.53
H -1.34 3.51 3.14 0.34
H -0.66 2.93 1.57 0.33
H -0.79 5.81 1.17 0.57
H -0.56 5.70 2.93 0.31
H 1.29 4.10 0.96 0.43
H 1.54 5.90 1.29 0.30
H 2.05 5.62 3.58 0.26
H 1.20 4.01 3.71 0.09
H 3.13 2.98 2.30 0.23
H 3.60 3.64 3.91 0.26
H 4.04 5.09 1.19 0.31
H 4.23 5.85 2.87 0.29
H 6.44 4.79 1.71 0.31
H 6.14 4.49 3.46 0.46
H 7.61 2.95 2.96 0.38
H 6.48 1.97 3.96 0.26
H 6.98 1.34 2.34 0.23
H -3.16 0.46 -1.11 0.57
H -5.12 0.54 -3.44 0.57
H -4.37 -3.29 -1.05 0.34
H -6.97 -1.07 -2.60 0.34
C 1.79 -0.54 9.10 -0.84
O 2.10 -0.97 7.78 -0.28
C 1.23 -1.94 7.25 -0.49
C 0.39 -1.49 6.05 -0.19
O -0.44 -0.34 6.17 -0.50
C 0.14 0.91 6.47 -0.60
C 1.20 1.50 5.52 0.15
O 2.34 0.69 5.34 -0.33
C 2.54 0.22 4.01 -0.71
H 2.53 -0.96 9.79 0.24
H 1.89 0.55 9.14 0.25
H 0.79 -0.82 9.42 0.41
H 0.57 -2.35 8.02 0.39
H 1.85 -2.77 6.90 0.35
H -0.30 -2.32 5.82 0.43
H 1.00 -1.40 5.15 0.01
H 0.51 0.91 7.50 0.11
H -0.69 1.62 6.47 0.47
H 1.55 2.43 5.98 0.38
H 0.73 1.76 4.56 -0.03
H 1.64 0.30 3.40 0.41
H 2.84 -0.83 4.06 0.28
H 3.35 0.78 3.55 0.06
C 1.03 -6.98 -1.86 -0.86
O 1.73 -5.91 -2.48 -0.33
C 1.33 -4.61 -2.09 0.16
C 2.38 -3.80 -1.33 -0.47
O 2.95 -4.33 -0.15 -0.47
C 3.67 -5.56 -0.20 -0.25
C 4.90 -5.66 -1.12 -0.47
O 4.65 -5.41 -2.49 -0.29
C 5.31 -4.28 -3.03 -0.82
H 0.36 -7.44 -2.58 0.24
H 1.75 -7.74 -1.56 0.28
H 0.47 -6.66 -0.98 0.40
H 0.40 -4.64 -1.51 0.22
H 1.10 -4.07 -3.02 -0.03
H 1.88 -2.87 -1.02 0.44
H 3.17 -3.46 -2.00 0.14
H 2.98 -6.38 -0.39 0.03
H 4.03 -5.72 0.81 0.44
H 5.26 -6.69 -1.05 0.37
H 5.70 -5.01 -0.73 0.36
H 5.68 -3.60 -2.26 0.41
H 4.61 -3.74 -3.67 0.22
H 6.14 -4.61 -3.65 0.24
```

Results
- Highest occupied orbital energy: -10.33 eV
- Total charge: +1
- Energy above the lowest of the compared OMol25 structures with the same formula, charge and spin: 0.0 kJ/mol
- HOMO-LUMO gap: 0.2029 Ha
- LUMO energy: -4.8 eV